a:
# C4H6N2O2

A molecular structure, C4H6N2O2 (ωB97M-V with the def2-TZVPD basis set, the Open Molecules 2025 dataset).

HOMO-LUMO gap in eV: 9.78
LUMO energy in eV: 0.11
E_HOMO in eV: -9.67

Cartesian coordinates (Å):
1 O -1.01 -1.20 0.59
2 O 0.74 1.44 0.60
3 N -0.50 0.53 -1.83
4 N -1.40 0.73 -0.90
5 C 0.61 0.08 -1.40
6 C -1.67 -0.11 0.00
7 C 0.35 -0.95 0.90
8 C 1.01 0.23 0.03
9 H 0.48 -0.29 1.87
10 H 1.41 -0.07 -2.19
11 H -0.52 1.43 0.71
12 H 2.15 0.05 0.15
13 H 0.98 -1.91 0.85
14 H -2.62 0.03 0.61

These are the Löwdin partial charges, in e, on atoms 1 to 2: number 1, O, carries -0.067; number 2, O, carries -0.110



b:
# C4H6N2O2

C4H6N2O2 in the gas phase (ωB97M-V with the def2-TZVPD basis set, the Open Molecules 2025 dataset).

HOMO-LUMO gap in eV: 8.28
LUMO energy in eV: 0.27
E_HOMO in eV: -8.02
SMILES: CN(C#N)/C(O)=C/O

Cartesian coordinates (Å):
1 O 2.67 1.09 -0.56
2 O 1.24 -0.72 1.15
3 N -0.69 0.02 0.03
4 N -1.74 1.85 -1.29
5 C -1.06 1.09 -0.75
6 C 1.36 0.74 -0.77
7 C 0.68 -0.10 0.08
8 C -1.59 -1.08 0.34
9 H 1.11 0.77 -1.82
10 H -1.07 -2.03 0.21
11 H 2.82 1.14 0.40
12 H -1.94 -1.01 1.37
13 H -2.45 -1.06 -0.33
14 H 0.66 -0.69 1.92

These are the Löwdin partial charges, in e, on atoms 1 to 2: number 1, O, carries 0.010; number 2, O, carries 0.090



c:
# C4H6N2O2

C4H6N2O2 in the gas phase (ωB97M-V with the def2-TZVPD basis set, the Open Molecules 2025 dataset).

HOMO-LUMO gap in eV: 10.17
LUMO energy in eV: 0.57
E_HOMO in eV: -9.60
SMILES: O[C@@H]1[C@@H]2N=CN(O)[C@H]12

Cartesian coordinates (Å):
1 O -1.59 -0.27 0.16
2 O -0.26 1.96 -0.67
3 N 0.87 1.12 -0.34
4 N 0.31 -0.33 1.62
5 C -0.58 -0.94 -0.65
6 C 0.49 0.91 1.15
7 C 0.71 -0.11 -0.91
8 C 0.46 -1.23 0.27
9 H 0.32 1.89 1.73
10 H -0.83 -1.57 -1.39
11 H -1.10 1.66 -0.51
12 H 1.25 -0.29 -1.78
13 H -1.23 -0.65 1.05
14 H 1.18 -2.15 0.28

These are the Löwdin partial charges, in e, on atoms 1 to 2: number 1, O, carries -0.079; number 2, O, carries -0.038



Most favorable first, least favorable last: b, a, c



a:
# C4H6N2O2

C4H6N2O2 in the gas phase (ωB97M-V with the def2-TZVPD basis set, the Open Molecules 2025 dataset).

HOMO-LUMO gap in eV: 9.52
LUMO energy in eV: 0.67
E_HOMO in eV: -8.86
SMILES: O[C@@H]1[C@H]2NN=CO[C@H]12

Cartesian coordinates (Å):
1 O -2.60 -0.24 -0.38
2 O 0.62 -1.45 -0.09
3 N 1.95 0.55 -0.10
4 N 0.87 1.43 0.15
5 C 1.79 -0.73 -0.15
6 C -0.25 -0.52 0.55
7 C -0.35 0.70 -0.25
8 C -1.58 0.17 0.43
9 H 1.06 2.26 -0.41
10 H 0.01 -0.37 1.58
11 H -2.85 0.56 -0.89
12 H -0.44 0.38 -1.31
13 H 2.61 -1.35 -0.40
14 H -1.98 0.56 1.39

These are the Löwdin partial charges, in e, on atoms 1 to 2: number 1, O, carries 0.014; number 2, O, carries 0.004



b:
# C4H6N2O2

C4H6N2O2 in the gas phase (ωB97M-V with the def2-TZVPD basis set, the Open Molecules 2025 dataset).

HOMO-LUMO gap in eV: 9.72
LUMO energy in eV: 0.71
E_HOMO in eV: -9.01
SMILES: N[C@H]1[C@H]2OC=NO[C@@H]12

Cartesian coordinates (Å):
1 O -0.85 -1.44 -0.10
2 O -0.87 1.25 -0.19
3 N 1.58 -0.26 -1.17
4 N -2.06 -0.83 -0.47
5 C -0.05 -0.79 0.70
6 C 1.18 -0.12 0.25
7 C -1.90 0.45 -0.44
8 C -0.03 0.67 0.75
9 H 2.55 0.06 -1.27
10 H 0.21 1.15 1.73
11 H 1.98 -0.12 1.00
12 H 1.03 0.37 -1.72
13 H 0.02 -1.32 1.69
14 H -2.78 0.92 -0.77

These are the Löwdin partial charges, in e, on atoms 1 to 2: number 1, O, carries -0.044; number 2, O, carries 0.055



c:
# C4H6N2O2

4 unconnected molecules or ions with the total composition C4H6N2O2 (ωB97M-V with the def2-TZVPD basis set, the Open Molecules 2025 dataset).

HOMO-LUMO gap in eV: 9.41
LUMO energy in eV: -0.62
E_HOMO in eV: -10.04

Cartesian coordinates (Å):
1 O 2.40 1.33 -0.30
2 O 3.65 -0.47 0.51
3 N -0.07 0.74 -0.03
4 N 0.30 -0.56 -0.45
5 C -1.40 0.73 0.34
6 C 1.51 -0.72 -0.31
7 C -2.47 -0.44 0.08
8 C 2.62 0.02 0.12
9 H -3.67 0.34 -0.31
10 H -1.81 1.67 0.85
11 H -1.78 -1.23 -0.97
12 H 1.38 1.47 -0.54
13 H 1.82 -1.79 -0.37
14 H -2.49 -1.06 1.41

These are the Löwdin partial charges, in e, on atoms 1 to 2: number 1, O, carries 0.031; number 2, O, carries 0.127



d:
# C4H6N2O2

A molecular structure, C4H6N2O2 (ωB97M-V with the def2-TZVPD basis set, the Open Molecules 2025 dataset).

HOMO-LUMO gap in eV: 10.03
LUMO energy in eV: 0.57
E_HOMO in eV: -9.47

Cartesian coordinates (Å):
1 O -0.90 0.80 -0.72
2 O -1.02 2.36 1.09
3 N -0.23 -0.34 -1.01
4 N -1.72 -1.81 0.19
5 C 1.09 0.19 -0.84
6 C -0.48 1.50 0.52
7 C -0.59 -1.42 -0.41
8 C 0.84 0.61 0.74
9 H 0.31 -2.03 -0.35
10 H 1.68 -0.59 -0.65
11 H 0.36 -0.45 1.41
12 H 1.32 0.97 -1.53
13 H 1.60 1.24 1.68
14 H -2.27 -1.02 -0.11

These are the Löwdin partial charges, in e, on atoms 1 to 2: number 1, O, carries -0.036; number 2, O, carries 0.173



Most favorable first, least favorable last: b, a, d, c



a:
# C4H6N2O2

C4H6N2O2 in the gas phase (ωB97M-V with the def2-TZVPD basis set, the Open Molecules 2025 dataset).

HOMO-LUMO gap in eV: 11.09
LUMO energy in eV: 0.66
E_HOMO in eV: -10.43
SMILES: [H]/N=C\N1CCC(=O)O1

Cartesian coordinates (Å):
1 O 2.08 -1.71 -0.05
2 O 0.06 -1.12 -0.37
3 N -0.66 0.15 -0.68
4 N -2.47 -1.30 0.27
5 C 0.13 0.93 0.28
6 C -1.98 -0.15 -0.18
7 C 1.61 0.61 -0.06
8 C 1.38 -0.81 -0.08
9 H -1.64 -1.89 0.29
10 H 2.22 0.72 0.88
11 H -2.77 0.77 -0.69
12 H 2.05 1.09 -1.00
13 H -0.08 0.66 1.32
14 H 0.07 2.05 0.07

These are the Löwdin partial charges, in e, on atoms 1 to 2: number 1, O, carries 0.196; number 2, O, carries -0.023



b:
# C4H6N2O2

C4H6N2O2 in the gas phase (ωB97M-V with the def2-TZVPD basis set, the Open Molecules 2025 dataset).

HOMO-LUMO gap in eV: 9.99
LUMO energy in eV: -0.07
E_HOMO in eV: -10.07
SMILES: NC(=O)[C@@H]1CN1C=O

Cartesian coordinates (Å):
1 O 2.58 -0.36 -0.66
2 O -3.00 -0.74 0.00
3 N 1.13 -1.00 0.91
4 N -1.06 0.76 -0.20
5 C -1.79 -0.36 -0.48
6 C 0.54 0.85 -0.52
7 C -0.09 1.30 0.90
8 C 1.46 -0.18 -0.21
9 H -1.15 -0.72 -1.56
10 H 0.34 0.65 1.86
11 H 0.02 -1.25 0.76
12 H 2.07 -1.60 1.36
13 H 1.05 1.29 -1.35
14 H -0.13 2.35 1.04

These are the Löwdin partial charges, in e, on atoms 1 to 2: number 1, O, carries 0.056; number 2, O, carries -0.083



c:
# C4H6N2O2

C4H6N2O2 in the gas phase (ωB97M-V with the def2-TZVPD basis set, the Open Molecules 2025 dataset).

HOMO-LUMO gap in eV: 9.94
LUMO energy in eV: 0.33
E_HOMO in eV: -9.61
SMILES: [H]/N=C1/NOC[C@H]1C=O

Cartesian coordinates (Å):
1 O 0.77 1.85 0.47
2 O -1.61 -2.12 0.06
3 N 1.26 1.20 -0.74
4 N 0.91 -1.03 -1.39
5 C -0.37 1.15 0.82
6 C -1.48 -0.97 0.40
7 C -0.18 -0.25 0.72
8 C 0.76 -0.09 -0.54
9 H -2.29 -0.22 0.55
10 H -0.58 1.68 1.75
11 H -1.14 1.60 0.09
12 H 0.51 -0.62 1.55
13 H 0.37 -1.89 -1.13
14 H 2.29 1.29 -0.52

These are the Löwdin partial charges, in e, on atoms 1 to 2: number 1, O, carries -0.131; number 2, O, carries 0.081



Most favorable first, least favorable last: c, a, b



a:
# C4H6N2O2

C4H6N2O2 in the gas phase (ωB97M-V with the def2-TZVPD basis set, the Open Molecules 2025 dataset).

HOMO-LUMO gap in eV: 8.64
LUMO energy in eV: 0.40
E_HOMO in eV: -8.23
SMILES: Cc1nc(O)[nH]c1O

Cartesian coordinates (Å):
1 O 1.55 1.57 -0.10
2 O -3.12 0.07 -0.14
3 N -1.08 -0.93 -0.02
4 N -0.92 1.27 0.23
5 C 0.44 0.79 0.03
6 C 1.69 -1.20 0.06
7 C -1.70 0.18 0.01
8 C 0.37 -0.55 -0.08
9 H 1.27 2.39 -0.66
10 H 1.62 -2.37 -0.09
11 H 1.95 -1.21 1.07
12 H -1.36 2.14 0.41
13 H 2.53 -1.28 -0.71
14 H -3.25 -0.87 0.00

These are the Löwdin partial charges, in e, on atoms 1 to 2: number 1, O, carries 0.044; number 2, O, carries 0.035



b:
# C4H6N2O2

C4H6N2O2 in the gas phase (ωB97M-V with the def2-TZVPD basis set, the Open Molecules 2025 dataset).

HOMO-LUMO gap in eV: 7.87
LUMO energy in eV: 0.57
E_HOMO in eV: -7.29
SMILES: Nc1cc(O)n(O)c1

Cartesian coordinates (Å):
1 O 2.14 -1.43 0.08
2 O 2.04 1.42 -0.03
3 N 0.96 0.60 0.05
4 N -2.54 -0.01 0.16
5 C 0.98 -0.77 0.04
6 C -0.31 1.07 -0.02
7 C -1.16 -0.01 0.05
8 C -0.30 -1.16 0.03
9 H 2.76 -1.09 -0.61
10 H -2.98 0.78 -0.30
11 H -0.45 2.11 -0.17
12 H -0.56 -2.22 0.09
13 H -2.89 -0.87 -0.28
14 H 2.30 1.58 0.90

These are the Löwdin partial charges, in e, on atoms 1 to 2: number 1, O, carries 0.082; number 2, O, carries 0.056



Most favorable first, least favorable last: a, b



a:
# C4H6N2O2

C4H6N2O2 in the gas phase (ωB97M-V with the def2-TZVPD basis set, the Open Molecules 2025 dataset).

HOMO-LUMO gap in eV: 8.99
LUMO energy in eV: 0.52
E_HOMO in eV: -8.47
SMILES: N/C=C\C=N/OC=O

Cartesian coordinates (Å):
1 O -2.10 -0.08 -0.23
2 O -0.17 -1.52 -0.13
3 N -0.28 1.69 0.88
4 N 0.40 -1.03 -1.43
5 C 1.19 -0.19 -1.00
6 C 1.00 1.37 1.06
7 C 1.66 0.53 0.27
8 C -1.47 -1.14 0.28
9 H -0.70 2.38 1.72
10 H 2.81 0.51 -0.06
11 H 1.71 2.05 1.75
12 H -1.76 -1.52 1.33
13 H -1.01 1.39 0.21
14 H 2.05 -0.14 -1.83

These are the Löwdin partial charges, in e, on atoms 1 to 2: number 1, O, carries -0.109; number 2, O, carries -0.118



b:
# C4H6N2O2

C4H6N2O2 in the gas phase (ωB97M-V with the def2-TZVPD basis set, the Open Molecules 2025 dataset).

HOMO-LUMO gap in eV: 8.99
LUMO energy in eV: -0.30
E_HOMO in eV: -9.30
SMILES: N/C=C(/C=O)C(N)=O

Cartesian coordinates (Å):
1 O 1.70 -0.59 2.02
2 O -1.23 0.73 -1.45
3 N 1.08 -0.44 -1.84
4 N -1.84 1.15 0.49
5 C -1.00 0.39 -0.24
6 C -0.02 -0.53 0.31
7 C 1.01 -0.98 -0.54
8 C 0.45 -0.28 1.69
9 H 0.14 0.24 2.69
10 H 1.70 -1.63 0.00
11 H 1.56 -0.94 -2.63
12 H 0.19 -0.18 -2.10
13 H -1.58 1.00 1.60
14 H -2.15 2.06 -0.02

These are the Löwdin partial charges, in e, on atoms 1 to 2: number 1, O, carries -0.110; number 2, O, carries -0.053



c:
# C4H6N2O2

4 unconnected molecules or ions with the total composition C4H6N2O2 (ωB97M-V with the def2-TZVPD basis set, the Open Molecules 2025 dataset).

HOMO-LUMO gap in eV: 9.22
LUMO energy in eV: -1.04
E_HOMO in eV: -10.25

Cartesian coordinates (Å):
1 O -0.86 1.83 -0.28
2 O 2.42 0.03 -2.30
3 N -0.06 -0.24 0.28
4 N 2.00 -1.51 -0.13
5 C 1.61 0.35 -1.42
6 C 1.31 -0.50 -0.36
7 C -1.08 0.64 0.11
8 C -2.06 0.18 1.11
9 H 1.08 1.42 -1.17
10 H 2.64 -1.46 -0.89
11 H -0.34 -0.98 0.77
12 H -1.64 -1.33 1.56
13 H -3.45 0.17 0.70
14 H -1.58 1.39 2.01

These are the Löwdin partial charges, in e, on atoms 1 to 2: number 1, O, carries -0.042; number 2, O, carries 0.058



d:
# C4H6N2O2

C4H6N2O2 in the gas phase (ωB97M-V with the def2-TZVPD basis set, the Open Molecules 2025 dataset).

HOMO-LUMO gap (alpha / beta) in eV: 7.43 / 7.34
LUMO energy (alpha / beta) in eV: -0.28 / -0.16
E_HOMO (alpha / beta) in eV: -7.72 / -7.50

Cartesian coordinates (Å):
1 O -2.56 0.66 0.37
2 O 2.43 -0.59 0.57
3 N 0.71 0.70 -0.31
4 N 1.50 1.66 -0.04
5 C 1.25 -0.52 0.13
6 C -1.02 -1.08 -0.26
7 C -1.44 -0.03 0.47
8 C 0.29 -1.55 -0.28
9 H -2.89 0.61 -0.48
10 H 2.34 1.22 0.64
11 H 1.43 2.51 -0.56
12 H -0.82 0.42 1.23
13 H 0.57 -2.53 -0.66
14 H -1.81 -1.47 -0.83

These are the Löwdin partial charges, in e, on atoms 1 to 2: number 1, O, carries 0.105; number 2, O, carries -0.044



Most favorable first, least favorable last: b, d, a, c